18
Properties=species:S:1:pos:R:3 method="wB97M-V/def2-TZVPD" homo_energy_ev=-8.67 total_charge=0 total_energy_ha=-289.8197 smiles=C#CN(C)CCC de_lowest_ev=4.136 homo_lumo_gap_ev=9.57
C -0.423 -0.296 0.481
C 0.806 -1.171 -0.176
C 0.850 1.769 0.667
C 0.350 -2.578 -0.509
N -0.144 0.981 -0.034
C -1.555 1.715 -0.084
C -2.238 2.392 -0.821
H -1.358 -0.701 0.098
H -0.382 -0.373 1.574
H 1.552 -1.186 0.622
H 1.282 -0.716 -1.043
H 1.849 1.465 0.352
H 0.774 1.694 1.760
H 0.705 2.811 0.387
H -0.392 -2.557 -1.306
H 1.198 -3.182 -0.830
H -0.093 -3.059 0.362
H -2.780 2.991 -1.499

14
Properties=species:S:1:pos:R:3 method="wB97M-V/def2-TZVPD" homo_energy_ev=-8.67 total_charge=0 total_energy_ha=-953.5387 de_lowest_ev=1.305 homo_lumo_gap_ev=9.40
C -2.079 0.693 0.159
C 0.371 -0.571 -0.393
C 0.892 0.806 -0.124
C 1.458 -1.352 0.254
H -1.688 1.207 1.044
H -3.142 0.507 0.250
H -1.916 1.316 -0.675
H 0.556 -0.601 -1.477
H 0.573 1.209 0.842
H 0.787 1.561 -0.893
H 1.782 -2.357 -0.085
H 1.263 -1.500 1.335
S -1.432 -0.948 -0.164
S 2.574 0.032 -0.073

What did the second record say?
14
Properties=species:S:1:pos:R:3 method="wB97M-V/def2-TZVPD" homo_energy_ev=-8.67 total_charge=0 total_energy_ha=-953.5387 de_lowest_ev=1.305 homo_lumo_gap_ev=9.40
C -2.079 0.693 0.159
C 0.371 -0.571 -0.393
C 0.892 0.806 -0.124
C 1.458 -1.352 0.254
H -1.688 1.207 1.044
H -3.142 0.507 0.250
H -1.916 1.316 -0.675
H 0.556 -0.601 -1.477
H 0.573 1.209 0.842
H 0.787 1.561 -0.893
H 1.782 -2.357 -0.085
H 1.263 -1.500 1.335
S -1.432 -0.948 -0.164
S 2.574 0.032 -0.073